## one
14
Properties=species:S:1:pos:R:3 method="wB97M-V/def2-TZVPD" lumo_ev="-3.8 / -9.5" multiplicity=2 gap_ha="0.37049 / 0.16070" charge=+1
N -1.62525 1.63903 -0.23212
N 0.21077 1.71729 1.36734
C -0.22075 1.24455 0.09902
O 0.57247 -3.59213 0.28773
H -0.50158 2.29665 1.82350
H 0.90811 2.46909 1.34256
H 1.16743 -1.70586 0.38971
H 0.43675 1.56456 -0.70048
H -0.35529 0.14433 0.17823
H -1.93572 1.56012 -1.20608
H 1.18502 -3.29993 -1.97152
C 1.01717 -2.61344 -0.22120
H -2.29673 1.09758 0.33151
O 1.43760 -2.52185 -1.48821

=====

## two
14
Properties=species:S:1:pos:R:3 method="wB97M-V/def2-TZVPD" lumo_ev="-4.3 / -10.0" multiplicity=2 gap_ha="0.27493 / 0.06256" charge=+1
H -3.16853 5.64759 -0.43526
H 0.55480 -4.99756 -0.97391
H -2.62368 4.14129 1.47026
O 2.10142 -3.62979 1.05914
H 2.91853 -4.40551 -0.76196
H 2.40567 -2.68530 -0.65832
H 0.07884 -3.41358 -1.01643
N -1.95328 4.34860 0.74469
H -1.04900 4.65306 1.11335
O -1.29599 6.24227 -0.32255
C -2.16386 5.42942 -0.10828
H 1.14609 -3.59064 1.25601
N 0.89644 -4.02899 -0.95925
C 2.15255 -3.71087 -0.40748

=====

Top of the stability list: one, leading by 0.558 eV.

=====

## one
13
Properties=species:S:1:pos:R:3 method="wB97M-V/def2-TZVPD" lumo_ev=0.2 smiles="C=CC.SS" gap_ha=0.32506 charge=0
H -0.28521 -0.45644 -0.58682
C 1.21189 2.51990 -0.23486
S -2.48259 -3.73002 1.57287
H -1.18141 -3.67946 1.16529
H 1.29236 0.71312 0.96605
H 0.84498 2.97120 -1.14415
S -2.90084 -1.71895 1.05969
C 0.52643 0.25839 -1.00827
C 0.94390 1.23983 0.04186
H 2.11319 3.03586 0.17530
H 0.10661 0.65125 -1.94755
H 1.32312 -0.45778 -1.09318
H -1.51244 -1.34689 1.03377

=====

## two
13
Properties=species:S:1:pos:R:3 method="wB97M-V/def2-TZVPD" lumo_ev=0.8 smiles=CSCCS gap_ha=0.34655 charge=0
H 0.63073 -1.38765 1.78886
C 1.37139 1.52163 -1.75773
S 0.42363 0.07485 -1.43930
H 1.08099 0.79624 0.48216
H -2.54093 -0.16756 0.60733
H 1.16091 2.40897 -1.29510
S -1.59565 -0.27217 1.79589
C 0.92552 -0.28175 0.17149
H 2.43680 1.36652 -1.64411
C -0.04044 -1.03153 1.00991
H 1.91255 -0.81013 0.25393
H -0.40738 -1.83194 0.43804
H 0.93982 1.53258 -2.87860

=====

## three
13
Properties=species:S:1:pos:R:3 method="wB97M-V/def2-TZVPD" lumo_ev=0.6 smiles="C=C.CSS" gap_ha=0.34726 charge=0
S 0.05365 0.40658 -0.87680
S 1.96902 -0.29493 -1.16656
H -0.23513 2.44397 0.42127
H 1.33763 1.69580 0.69835
C -2.52734 -0.68308 1.07426
H 1.79861 -1.51928 -0.65055
C 0.28042 1.49722 0.54975
H -3.08261 0.23754 0.95532
H -0.06290 0.97140 1.44179
H -1.46312 -1.93662 2.39822
H -2.48295 -1.36116 0.23263
H -1.93518 -0.25198 3.02878
C -1.91638 -0.97145 2.21365

=====

Top of the stability list: three, leading by 0.663 eV.

=====

## one
20
Properties=species:S:1:pos:R:3 method="wB97M-V/def2-TZVPD" lumo_ev=0.4 smiles=C[C@@H](N)CS.O.O gap_ha=0.35447 charge=0
H 0.66890 -0.81654 2.76754
H 2.27308 -0.13833 0.51117
S 1.74343 0.89952 -0.18832
H -0.10802 -1.44676 0.73471
C -0.08248 0.53068 -0.13273
C 0.01299 -0.05802 2.36333
H 0.53805 0.88966 2.26013
H -2.43445 0.30602 0.98109
H 2.34416 -1.37210 -1.26631
H -0.55350 1.50935 -0.02631
H -4.23551 0.32868 -2.12761
H 3.34634 -1.45494 -2.45191
O -3.86026 0.80558 -1.40397
C -0.53916 -0.46241 0.91762
N -1.98456 -0.61023 1.02101
H -0.88697 0.15737 2.92724
H -2.38930 -1.03828 0.18107
H -3.38301 1.47399 -1.85761
H -0.26222 0.17272 -1.14376
O 3.04709 -1.91299 -1.63688

=====

## two
20
Properties=species:S:1:pos:R:3 method="wB97M-V/def2-TZVPD" lumo_ev=0.6 smiles=CNCCS.O.O gap_ha=0.35546 charge=0
C 1.15423 -0.18526 1.41106
H -1.32722 1.80850 0.12628
H -2.48431 -3.76252 -0.77218
H -0.66653 0.51066 2.14343
C -0.48306 0.35261 -1.25833
C -0.32658 0.21543 1.11948
H -0.68013 -0.78138 0.77149
H -1.42859 -0.28159 -1.45993
S 1.61427 -1.73686 2.26719
H -1.73550 -3.16235 0.52866
H 1.63035 -2.55082 1.20454
H 1.67140 0.63242 1.96550
H 1.12862 2.68249 -1.28510
O -1.95249 -3.08629 -0.37002
H 1.62457 4.15079 -1.68908
H 0.40608 -0.42939 -1.12690
H -0.31927 1.05691 -2.10210
O 0.98211 3.48727 -1.93087
N -0.46728 1.18380 0.04490
H 1.65934 -0.10442 0.41201

=====

## three
20
Properties=species:S:1:pos:R:3 method="wB97M-V/def2-TZVPD" lumo_ev=0.5 smiles=CNCCS.O.O gap_ha=0.33190 charge=0
H 0.79148 1.33645 0.82947
H -1.59408 0.71614 1.14690
N -0.72566 -0.14630 -0.97133
O 1.07311 -2.53158 2.18809
H 0.28979 -2.08396 1.82621
H 1.55885 -0.04451 1.62758
H 1.38009 -3.01716 1.42436
H -1.05498 0.78578 -1.14030
H 0.37247 3.38560 -0.01808
C -0.92818 -0.96019 -2.15324
H -0.40433 3.75873 1.24112
H -0.44054 -0.57584 -3.06201
O -0.39659 3.19104 0.47575
C 0.72939 0.27063 1.00813
H 1.25768 0.27434 -1.15277
H -0.65860 -2.00658 -2.02183
H -1.99683 -0.96447 -2.37666
S -0.75656 0.20309 2.05329
C 0.63831 -0.26377 -0.42380
H 0.86517 -1.32745 -0.50086

=====

Top of the stability list: one, leading by 0.399 eV.

=====

## one
15
Properties=species:S:1:pos:R:3 method="wB97M-V/def2-TZVPD" lumo_ev=0.2 smiles="O/N=C/c1ccccn1" gap_ha=0.34915 charge=0
C 1.65141 -0.60769 -0.15675
C -1.65075 1.20038 -0.04580
C -1.95887 -1.15101 0.04696
C -2.49729 0.05741 -0.04800
H 0.48513 1.82249 0.18312
N -0.58836 -1.41087 0.02375
O 3.85317 -0.20086 -0.05781
N 2.49260 0.34240 0.08393
C -0.26255 1.08542 -0.02732
H -3.60087 0.09038 -0.15717
H -2.54365 -2.08972 0.08175
H 2.13197 -1.59720 -0.06430
H -2.09802 2.24161 -0.01938
H 4.38822 0.54001 0.16598
C 0.19786 -0.32275 -0.00898

=====

## two
15
Properties=species:S:1:pos:R:3 method="wB97M-V/def2-TZVPD" lumo_ev=0.0 gap_ha=0.34221 charge=0
C 0.16457 1.27614 0.83406
C -0.43398 -0.96444 1.31527
H -1.47361 -2.36964 0.01494
C -0.11989 -0.20193 -1.11391
N -0.22611 -1.42583 -1.44992
N -0.26248 0.03825 0.25325
H -0.86934 -3.17532 1.86561
H 1.68322 3.65151 -1.83012
C 1.41085 2.85308 -1.03875
H 0.43786 -0.73284 2.38904
O 0.21237 1.63899 1.98156
H 0.08277 0.70063 -1.63630
C 0.77315 2.21436 -0.13467
C -1.04691 -2.08537 1.00298
H -0.33247 -1.41760 -2.45303

=====

## three
15
Properties=species:S:1:pos:R:3 method="wB97M-V/def2-TZVPD" lumo_ev=0.4 smiles="C[C@@]1(C#N)NC=CC1=O" gap_ha=0.35512 charge=0
N -0.13386 -1.19084 -0.30462
C -1.70286 0.40152 -0.80260
H -2.10239 -1.74100 -0.94459
C 1.73520 0.13385 -0.86594
H 1.40259 1.15753 1.65715
N 2.69107 0.09298 -1.52875
H 1.52317 -0.60298 1.77761
C -1.42500 -0.92044 -0.69222
O -0.28761 2.33058 -0.42881
H -2.63937 0.79586 -1.11997
C 0.87346 0.22043 1.46011
H -0.05583 0.16197 2.07596
H 0.10244 -2.04335 0.17599
C -0.51600 1.14287 -0.45181
C 0.53498 0.06101 -0.00751

=====

Top of the stability list: three, leading by 1.685 eV.